1.
Below is a 13-piece molecular cluster, C32H96N6O17 overall at a distorted geometry, with properties calculated with ωB97M-V with the def2-TZVPD basis set.

E_tot	-2884.08836	Eh
charge	0
LUMO energy	0.013	eV

Last column: Mulliken charge in e.
Element x y z (Å)
C: 5.0613 3.3152 -2.1461  -1.61
C: 6.5270 2.8338 -1.9823  0.44
C: 7.4287 3.5438 -3.0315  -0.67
O: 8.5748 2.7436 -3.0614  -0.31
C: 9.3216 2.8461 -4.2528  -0.81
N: 6.8062 3.1691 -0.5516  -0.69
H: 4.4477 2.7604 -1.4364  0.43
H: 4.5838 3.1832 -3.1171  0.41
H: 4.8277 4.3786 -2.0932  0.40
H: 6.6736 1.7680 -2.1575  0.24
H: 7.6029 4.5799 -2.7413  0.28
H: 6.9091 3.5683 -3.9893  0.39
H: 9.5427 3.8367 -4.6500  0.33
H: 8.8246 2.3987 -5.1136  0.30
H: 10.3073 2.4293 -4.0456  0.29
H: 6.2376 3.9971 -0.4461  0.30
H: 7.7586 3.4972 -0.4773  0.26
C: 1.3500 -4.1531 3.1188  -1.27
C: 1.4359 -3.8178 4.6196  0.21
C: 2.9525 -3.7904 5.0648  -0.60
O: 3.4569 -5.1024 4.9673  -0.29
C: 4.6658 -5.3838 5.7098  -0.82
N: 0.7986 -2.5192 4.8014  -0.74
H: 1.9630 -3.3939 2.6331  0.32
H: 0.3384 -3.9691 2.7570  0.40
H: 1.6506 -5.1620 2.8361  0.30
H: 0.8859 -4.5632 5.1941  0.30
H: 3.1216 -3.2750 6.0102  0.44
H: 3.4707 -3.1798 4.3254  0.26
H: 5.5888 -4.9407 5.3359  0.29
H: 4.8040 -6.4637 5.7638  0.29
H: 4.5176 -5.2238 6.7778  0.33
H: -0.0608 -2.5246 4.2708  0.29
H: 1.3915 -1.9044 4.2624  0.30
C: -5.9502 4.5312 5.8656  -1.33
C: -6.5624 3.4736 6.7896  0.47
C: -6.9402 4.0949 8.1326  -0.70
O: -5.8388 4.6869 8.7930  -0.33
C: -4.9724 3.8512 9.5372  -0.68
N: -7.6817 2.8253 6.0999  -0.70
H: -5.7567 4.2172 4.8399  0.35
H: -4.9963 4.8847 6.2570  0.32
H: -6.6085 5.3997 5.8408  0.34
H: -5.8266 2.6788 6.9126  0.20
H: -7.3827 3.3322 8.7735  0.37
H: -7.6333 4.9028 7.8982  0.35
H: -4.3242 4.5647 10.0460  0.23
H: -4.4476 3.1853 8.8521  0.29
H: -5.4524 3.2432 10.3040  0.30
H: -8.2721 2.3413 6.7612  0.24
H: -8.3323 3.5611 5.8645  0.27
C: 7.4035 -4.6182 -6.2445  -1.20
C: 7.7722 -3.2745 -5.5886  0.36
C: 6.5193 -2.5232 -5.0365  -0.55
O: 5.4621 -2.5377 -6.0196  -0.30
C: 4.4365 -1.6454 -5.7999  -0.77
N: 8.7760 -3.4807 -4.5192  -0.72
H: 6.6076 -4.6116 -6.9892  0.30
H: 7.1010 -5.2916 -5.4425  0.26
H: 8.2517 -5.1246 -6.7050  0.37
H: 8.2993 -2.5910 -6.2544  0.24
H: 6.7938 -1.4987 -4.7849  0.31
H: 6.0706 -2.8932 -4.1146  0.31
H: 4.7963 -0.6295 -5.9626  0.30
H: 3.9830 -1.6444 -4.8087  0.31
H: 3.6762 -1.8884 -6.5422  0.24
H: 8.3844 -4.2083 -3.9384  0.29
H: 8.8245 -2.7305 -3.8448  0.25
C: 0.5347 6.9670 4.5928  -1.32
C: 0.4739 7.4031 6.0642  0.46
C: 1.1725 6.3839 6.9759  -0.83
O: 0.8078 6.7732 8.2853  -0.30
C: 1.4473 6.0751 9.3236  -0.72
N: 1.1456 8.6588 6.2565  -0.79
H: 0.2463 7.7884 3.9369  0.35
H: -0.0205 6.0342 4.4938  0.34
H: 1.5741 6.7537 4.3435  0.33
H: -0.5617 7.4814 6.3953  0.34
H: 2.2320 6.5183 6.7582  0.40
H: 0.7930 5.3660 6.8874  0.40
H: 1.2909 6.5338 10.2999  0.24
H: 2.5158 6.1052 9.1103  0.31
H: 1.0316 5.0682 9.3623  0.27
H: 0.6074 9.3531 5.7581  0.25
H: 0.9850 8.8595 7.2333  0.27
C: -1.4898 1.9772 0.3584  -1.49
C: -1.7168 0.6205 -0.3056  0.69
C: -0.3634 0.0583 -0.8286  -0.72
O: -0.5697 -1.2548 -1.4253  -0.30
C: -1.0570 -1.1973 -2.7500  -0.79
N: -2.2930 -0.3014 0.6879  -0.62
H: -1.0085 2.7152 -0.2833  0.39
H: -1.0055 1.9438 1.3344  0.38
H: -2.4641 2.4176 0.5698  0.33
H: -2.3659 0.7309 -1.1742  0.14
H: 0.2981 -0.1131 0.0206  0.31
H: 0.0781 0.7492 -1.5468  0.35
H: -2.1387 -1.0742 -2.8024  0.29
H: -0.7059 -2.1319 -3.1875  0.27
H: -0.6643 -0.4622 -3.4525  0.34
H: -2.5522 -1.1535 0.2115  0.20
H: -3.1216 0.0273 1.1627  0.23
O: -5.5189 0.2624 -5.2869  -0.63
H: -4.9475 0.2840 -6.0545  0.32
H: -5.9149 1.1333 -5.2579  0.31
O: -6.9975 -2.9465 2.8214  -0.63
H: -7.0311 -2.0309 2.5443  0.32
H: -6.3475 -3.3480 2.2447  0.32
O: -2.8751 -4.6194 -7.4450  -0.62
H: -2.2657 -5.3361 -7.6217  0.31
H: -3.1763 -4.7757 -6.5499  0.32
C: -8.6134 2.9196 0.2621  -0.39
C: -7.3621 2.1073 0.4705  -0.31
O: -7.5312 1.2710 1.6224  -0.47
O: -8.6406 3.9960 1.1662  -0.52
H: -9.5666 2.3939 0.3182  0.33
H: -8.4859 3.4476 -0.6829  0.21
H: -6.4571 2.7131 0.4254  0.23
H: -7.0553 1.5173 -0.3931  0.34
H: -7.6763 1.8943 2.3379  0.27
H: -9.4264 3.9294 1.7136  0.31
C: -0.7220 0.9400 -9.4309  -0.33
C: -1.9037 0.0372 -9.5321  -0.38
O: -2.4467 -0.3791 -8.2887  -0.48
O: -1.0484 2.2319 -9.0065  -0.53
H: -0.2631 1.0103 -10.4170  0.28
H: 0.0066 0.5940 -8.6977  0.27
H: -1.5494 -0.8903 -9.9820  0.30
H: -2.5971 0.5186 -10.2217  0.26
H: -2.6548 -1.3162 -8.2809  0.30
H: -1.6665 2.2182 -8.2721  0.30
C: 1.4615 -8.1155 -2.9605  -0.34
C: 2.3530 -6.9546 -3.3689  -0.37
O: 3.4710 -7.4806 -4.1454  -0.52
O: 1.0219 -8.8267 -4.0183  -0.51
H: 0.5996 -7.6805 -2.4545  0.18
H: 1.9498 -8.8775 -2.3530  0.34
H: 2.6375 -6.2578 -2.5805  0.32
H: 1.8224 -6.2669 -4.0274  0.29
H: 3.6043 -6.8457 -4.8531  0.29
H: 1.3322 -9.7329 -3.9551  0.33
C: -4.2673 -6.1527 -2.5670  -0.49
C: -3.7233 -5.3755 -1.2967  -0.21
O: -4.6730 -4.5048 -0.7425  -0.44
O: -4.5567 -5.3003 -3.6660  -0.51
H: -5.2585 -6.5489 -2.3461  0.29
H: -3.5626 -6.9182 -2.8918  0.34
H: -2.8376 -4.7931 -1.5501  0.17
H: -3.3604 -6.1474 -0.6180  0.33
H: -5.0623 -4.0034 -1.4627  0.25
H: -5.2980 -4.7331 -3.4417  0.28

---

2.
Below is C19H38AgN2O5 as an isolated structure at a distorted geometry, with properties calculated with ωB97M-V with the def2-TZVPD basis set.

E_tot	-1379.19796	Eh
charge	-1
ΔE to the lowest compared entry with this formula, charge and spin	113.3	kcal/mol
LUMO energy	2.280	eV

Last column: Mulliken charge in e.
Element x y z (Å)
Ag: -0.6154 -0.9604 0.6170  0.71
C: -0.2725 -3.1299 2.5895  0.47
O: -0.8191 -3.6780 3.6565  -0.80
O: -1.0350 -3.5311 1.5896  -0.69
O: -0.1995 -1.8376 2.7259  -0.72
C: -2.8182 -1.7212 -3.5222  -1.79
C: -1.6927 -1.2520 -2.5913  1.34
C: -0.7105 -0.2635 -3.2969  -0.89
C: -1.2920 1.0912 -3.4595  -0.69
C: -1.8039 1.6094 -2.0778  -0.88
C: -2.8471 0.6649 -1.3659  1.33
N: -2.1491 -0.6194 -1.3170  1.47
O: -2.8432 -1.5289 -0.4647  -0.28
C: -3.1220 1.1205 0.1120  -1.76
C: -4.2057 0.6846 -2.0569  -1.87
C: -0.8063 -2.4857 -2.1926  -1.87
H: -2.5799 -2.7308 -3.8622  0.56
H: -2.8361 -1.1663 -4.4608  0.32
H: -3.7942 -1.7991 -3.0449  0.26
H: 0.1619 -0.2786 -2.6399  -0.08
H: -0.3540 -0.5822 -4.2785  0.41
H: -2.1599 1.0788 -4.1235  0.33
H: -0.6168 1.8333 -3.8876  0.44
H: -2.2443 2.5721 -2.3513  0.46
H: -0.9381 1.9098 -1.4867  -0.11
H: -2.1876 1.3222 0.6412  0.18
H: -3.5724 2.1151 0.0710  0.49
H: -3.7303 0.5038 0.7701  0.37
H: -4.1511 0.4900 -3.1297  0.37
H: -4.8645 -0.0822 -1.6462  0.36
H: -4.7512 1.6278 -2.0143  0.42
H: -1.4054 -3.3879 -2.0644  0.42
H: -0.1706 -2.3749 -1.3141  0.12
H: -0.1202 -2.7781 -2.9915  0.39
H: -3.5026 -2.0103 -0.9825  0.29
C: 0.0326 1.4458 2.9396  -1.98
C: 1.5175 1.3651 2.5135  1.52
C: 2.3001 0.7984 3.6949  -1.41
C: 3.6962 0.2096 3.3000  -0.89
C: 3.4904 -0.8027 2.1940  -1.03
C: 2.8266 -0.2214 0.8720  1.48
N: 1.6200 0.5904 1.2450  0.62
O: 0.9487 1.1258 0.1756  0.18
C: 3.8198 0.5663 -0.0616  -1.74
C: 2.4435 -1.4478 0.0633  -2.05
C: 2.0523 2.7936 2.2471  -1.62
H: -0.4597 2.1929 2.3102  0.36
H: -0.5940 0.5592 2.8409  0.22
H: -0.0176 1.8127 3.9656  0.49
H: 2.5160 1.6026 4.4071  0.49
H: 1.7426 0.2154 4.4297  0.50
H: 4.2405 1.0383 2.8399  0.28
H: 4.2267 -0.0928 4.2017  0.44
H: 3.0350 -1.7271 2.5475  0.44
H: 4.5330 -1.0792 2.0081  0.42
H: 4.0763 1.4435 0.5404  0.42
H: 3.3344 0.9127 -0.9725  0.27
H: 4.7861 0.0827 -0.1981  0.41
H: 1.8924 -1.0786 -0.8088  0.11
H: 1.7865 -2.1697 0.5501  0.33
H: 3.2421 -1.9724 -0.4643  0.47
H: 1.6115 3.5920 2.8433  0.45
H: 3.1374 2.7437 2.3389  0.36
H: 1.8333 3.0890 1.2183  0.26
H: 1.3789 1.9867 0.0682  0.13

---

3.
Below is a 2-piece molecular cluster, C6H13N2O2 overall at a distorted geometry, with properties calculated with ωB97M-V with the def2-TZVPD basis set.

E_tot	-496.12678	Eh
charge	+1
ΔE to the lowest compared entry with this formula, charge and spin	49.6	kcal/mol
LUMO energy	-3.484	eV

Last column: Mulliken charge in e.
Element x y z (Å)
O: 1.4224 -1.5723 1.8016  -0.47
C: 0.8325 -1.4042 0.5507  0.10
C: -0.2513 -2.4686 0.4497  -0.68
O: -1.0416 -2.3756 1.5903  -0.35
C: -1.7551 -1.1559 1.6791  -0.42
C: -1.3007 -0.0722 0.6902  -0.71
N: 0.1809 -0.0596 0.4286  0.06
H: 1.7295 -0.7339 2.1668  0.33
H: 1.6051 -1.5450 -0.1956  0.37
H: 0.2356 -3.4253 0.4117  0.40
H: -0.8266 -2.3743 -0.4713  0.38
H: -2.7881 -1.3577 1.4279  0.31
H: -1.6968 -0.7929 2.6962  0.37
H: -1.7870 -0.2400 -0.2532  0.34
H: -1.6074 0.8937 1.0522  0.46
H: 0.3343 0.2887 -0.5227  0.02
H: 0.6111 0.6379 1.0352  0.44
C: 1.2083 3.4137 -2.3845  -0.84
C: 0.6470 2.0700 -2.4948  0.47
N: 0.2019 1.0176 -2.5811  -0.49
H: 0.8463 3.8925 -1.4771  0.29
H: 2.2943 3.3569 -2.3552  0.29
H: 0.9050 4.0065 -3.2446  0.31